P:
Entry from the Open Molecules 2025 dataset: one molecule with the formula C5H12ClN3O2 (ωB97M-V/def2-TZVPD).

```
! RIJCOSX wB97M-V def2-TZVPD def2/J DEFGRID3
* xyz 0 1
C -1.2114 1.9006 -1.3194
N -0.1702 0.8940 -1.0154
C 0.3101 0.5894 0.2389
C -0.5990 0.6213 1.4388
N 1.1651 -0.5337 0.1847
C 0.4588 -1.8075 -0.2758
C 1.6901 -2.7403 -0.7484
Cl 1.0153 -4.2529 -1.1785
N 1.5457 1.7828 0.6477
O 1.9728 2.4103 -0.2863
O 1.9125 1.7979 1.8037
H -1.2876 1.7829 -2.4032
H -2.0740 1.6744 -0.7230
H -0.9207 2.8655 -0.8613
H 0.5994 1.1806 -1.6681
H -0.6035 1.6699 2.0208
H -1.5437 0.3632 1.2002
H -0.2804 -0.1033 2.2317
H 1.4397 -0.8229 1.1404
H 0.0415 -2.3740 0.7218
H -0.3594 -1.5408 -1.0075
H 2.2306 -2.7392 0.1479
H 2.2253 -2.3030 -1.6040
*
```

Results
SMILES: CN[C@@](C)(NCCCl)[N+](=O)[O-]
HOMO, eV: -9.2495

=====

Q:
Entry from the Open Molecules 2025 dataset: one molecule with the formula C5H12ClN3O2 (ωB97M-V/def2-TZVPD).

```
! RIJCOSX wB97M-V def2-TZVPD def2/J DEFGRID3
* xyz 0 1
C 0.4369 2.5346 0.1286
N -0.6839 1.6158 0.0457
C -0.4540 0.3002 0.0704
N 0.3384 -0.5608 0.4668
C 1.6215 -0.3257 1.1347
C 2.6796 -1.1961 0.4096
Cl 3.0024 -0.5789 -1.2176
N -1.7656 -0.3163 -0.5769
C -1.6163 -1.6655 -1.2105
O -2.3807 0.5348 -1.3484
O -2.5135 -0.6253 0.6380
H 0.9715 2.4363 -0.7429
H -0.0805 3.5090 0.1731
H 0.9063 2.1531 1.1031
H -1.6442 1.8489 -0.1644
H 1.8984 0.6733 1.1644
H 1.5032 -0.6182 2.2896
H 2.2554 -2.2456 0.2206
H 3.5247 -1.3511 1.0807
H -2.5299 -2.0506 -1.4801
H -0.9902 -1.3776 -2.0153
H -1.0998 -2.2859 -0.5737
H -3.3798 -0.4086 0.4046
*
```

Results
SMILES: CN/C(=N\CCCl)[N@+](C)([O-])O
HOMO, eV: -8.8810

=====

Most stable pick: P. Distance to second place: 58.5 kJ/mol.

=====

P:
Entry from the Open Molecules 2025 dataset: a 2-piece molecular cluster, C2H2N2OS overall (ωB97M-V/def2-TZVPD).

```
! RIJCOSX wB97M-V def2-TZVPD def2/J DEFGRID3
* xyz 0 1
O 2.5415 0.6447 0.2430
N 1.5757 -0.0171 0.3971
C 0.4155 -0.3514 0.1069
S -0.4292 -1.7218 -0.3052
H -0.0736 0.6743 0.1634
C 1.1072 3.0335 -0.1484
N 0.2419 2.3006 0.0543
H 2.0062 3.5973 -0.2840
*
```

Results
SMILES: O=NC=S.C#N
HOMO (spin up / spin down), eV: -8.3229 / -8.3218

=====

Q:
Entry from the Open Molecules 2025 dataset: one molecule with the formula C2H2N2OS (ωB97M-V/def2-TZVPD).

```
! RIJCOSX wB97M-V def2-TZVPD def2/J DEFGRID3
* xyz 0 1
S -2.2863 -1.0020 -1.0303
C -0.7727 -0.3959 -0.5067
N 0.2057 -0.8900 0.2400
N 1.0642 0.0533 0.5946
C 0.8091 1.0513 -0.0100
O -0.3218 0.8587 -0.6966
H 0.1108 -1.6958 1.1217
H 1.1911 2.0204 0.2873
*
```

Results
SMILES: S=c1[nH]nco1
HOMO, eV: -8.7554

=====

Most stable pick: Q. Distance to second place: 308.9 kJ/mol.

=====

P:
Entry from the Open Molecules 2025 dataset: a 2-piece molecular cluster, C4H8N4O2 overall (ωB97M-V/def2-TZVPD).

```
! RIJCOSX wB97M-V def2-TZVPD def2/J DEFGRID3
* xyz 0 1
C -2.3320 0.4184 -0.3222
C -1.2594 -0.1975 0.0126
C -2.9056 1.7279 0.3433
C 3.3212 -1.2691 0.2330
N 1.6712 1.7374 0.3045
N 2.3074 0.8211 0.4394
N 3.2004 0.0648 0.7472
N -0.7678 -1.2906 -0.7760
O 0.4445 -1.2998 -0.7293
O -1.4321 -1.9730 -1.5502
H -2.9971 0.0972 -1.1404
H -0.4703 0.1095 0.6838
H -3.6917 1.5070 1.2135
H -3.3148 2.3977 -0.3751
H -1.9930 2.1811 0.8647
H 3.6027 -1.3926 -0.8760
H 4.1458 -1.7776 0.6505
H 2.4707 -1.8619 0.2766
*
```

Results
HOMO, eV: -9.3889

=====

Q:
Entry from the Open Molecules 2025 dataset: one molecule with the formula C4H8N4O2 (ωB97M-V/def2-TZVPD).

```
! RIJCOSX wB97M-V def2-TZVPD def2/J DEFGRID3
* xyz 0 1
C 1.7234 -1.5537 0.0325
N 1.7929 -0.1527 -0.1460
C 3.0253 0.5816 -0.0816
O 4.0753 -0.0557 -0.0862
N 2.7126 1.8814 0.0686
N 1.5029 2.0247 0.1633
N 0.7833 0.7864 0.0354
C -0.5778 0.2319 -0.2366
C -1.4717 1.3878 0.2887
O -1.1816 2.4928 -0.4943
H 1.1261 -2.0536 -0.7597
H 2.7743 -1.8764 -0.0488
H 1.3993 -1.8191 1.1018
H -0.5453 -0.7054 0.1571
H -0.7499 0.2969 -1.3907
H -1.2056 1.6769 1.4252
H -2.4996 1.0981 0.1988
H -0.2956 2.8693 -0.3585
*
```

Results
SMILES: Cn1c(=O)nnn1CCO
HOMO (spin up / spin down), eV: -8.8948 / -8.8952

=====

Most stable pick: Q. Distance to second place: 260.8 kJ/mol.

=====

P:
Entry from the Open Molecules 2025 dataset: one molecule with the formula C4H8N4O2 (ωB97M-V/def2-TZVPD).

```
! RIJCOSX wB97M-V def2-TZVPD def2/J DEFGRID3
* xyz 0 1
N -1.9941 1.6219 -0.5111
N -1.9938 0.2389 -0.7824
C -1.3812 -0.7535 -0.0466
O -1.5402 -1.9658 -0.3108
C -0.5557 -0.3512 1.1920
C 0.6566 0.2526 1.2645
C 1.4340 0.7769 0.0065
O 1.4364 1.9340 -0.3231
N 1.8612 -0.1914 -0.8883
N 2.0361 -1.5120 -0.5434
H -0.9771 1.8793 -0.4170
H -2.4750 1.8400 0.4352
H -2.4824 -0.0645 -1.5601
H -1.0962 -0.5934 2.1245
H 1.1000 0.5028 2.2940
H 2.2016 -0.0759 -1.7725
H 1.1248 -1.9912 -0.4521
H 2.6449 -1.5474 0.2907
*
```

Results
SMILES: NNC(=O)/C=C\C(=O)NN
HOMO, eV: -9.7572

=====

Q:
Entry from the Open Molecules 2025 dataset: one molecule with the formula C4H8N4O2 (ωB97M-V/def2-TZVPD).

```
! RIJCOSX wB97M-V def2-TZVPD def2/J DEFGRID3
* xyz 0 1
N 2.2629 1.5492 -0.5176
C 1.1649 0.9907 0.0703
N 0.5844 1.8395 0.9184
N 0.8163 -0.1940 -0.2867
C -0.4892 -0.8040 -0.0218
N -0.8352 -1.1247 1.3310
O -0.0624 -0.7466 2.1585
O -1.7190 -1.9390 1.4868
C -1.6380 -0.3754 -0.9396
C -1.1361 -1.7205 -1.0976
H 2.7443 0.9279 -1.2797
H 2.9399 1.8614 0.1045
H 0.0533 1.5991 1.6886
H 1.1608 2.5592 1.2152
H -1.0827 0.2787 -1.6449
H -2.5636 -0.1497 -0.6086
H -1.6011 -2.5161 -0.5603
H -0.5994 -2.0359 -2.0164
*
```

Results
SMILES: NC(N)=NC1([N+](=O)[O-])CC1
HOMO, eV: -9.1108

=====

Most stable pick: P. Distance to second place: 182.4 kJ/mol.

=====

P:
Entry from the Open Molecules 2025 dataset: one molecule with the formula C2H2IN3 (ωB97M-V/def2-TZVPD).

```
! RIJCOSX wB97M-V def2-TZVPD def2/J DEFGRID3
* xyz 0 1
I 0.6159 0.8051 -2.3023
C 0.1278 0.6358 -0.1454
C -0.8907 -0.3992 0.1558
N -0.2705 -1.3938 0.8158
N 1.0021 -1.0185 1.0042
N 1.3060 0.0851 0.4965
H 0.0096 1.5747 0.1487
H -1.9002 -0.2893 -0.1734
*
```

Results
SMILES: I[C@H]1C=NN=N1
HOMO, eV: -10.2500

=====

Q:
Entry from the Open Molecules 2025 dataset: a 2-piece molecular cluster, C2H2IN3 overall (ωB97M-V/def2-TZVPD).

```
! RIJCOSX wB97M-V def2-TZVPD def2/J DEFGRID3
* xyz 0 1
C -1.7448 -0.5221 0.4568
C -1.0935 -1.1347 -0.3357
N 0.8591 2.5344 0.1843
N 1.1086 1.4643 -0.0473
N 1.1823 0.3467 -0.4422
I 2.5549 -1.0227 0.0803
H -2.3019 0.0288 1.1568
H -0.5648 -1.6947 -1.0529
*
```

Results
HOMO, eV: -9.3324

=====

Most stable pick: P. Distance to second place: 213.9 kJ/mol.

=====

P:
Entry from the Open Molecules 2025 dataset: a 2-piece molecular cluster, CH6N2S overall (ωB97M-V/def2-TZVPD).

```
! RIJCOSX wB97M-V def2-TZVPD def2/J DEFGRID3
* xyz 0 1
C 1.3559 -0.4440 -0.7614
N -3.0783 -0.9220 -0.4696
N 2.2644 -0.6767 0.2169
S -2.0948 -0.0222 0.5499
H 1.4263 -0.5500 -1.7666
H 0.4036 -0.0968 -0.3986
H 2.0919 0.0112 1.0195
H -2.5542 -1.2015 -1.2305
H -3.9909 -0.4924 -0.6810
H 3.1618 -0.8447 -0.1398
*
```

Results
HOMO (spin up / spin down), eV: -8.8061 / -6.0059

=====

Q:
Entry from the Open Molecules 2025 dataset: a 2-piece molecular cluster, CH6N2S overall (ωB97M-V/def2-TZVPD).

```
! RIJCOSX wB97M-V def2-TZVPD def2/J DEFGRID3
* xyz 0 1
H -1.5915 -0.4051 -2.2437
N -0.7540 -0.3316 -1.6916
C -0.7517 0.4466 -0.6788
N 0.0727 1.4171 -0.1530
H -1.7120 0.5603 -0.1745
H -0.0669 1.9223 0.6997
H 0.1658 2.1847 -0.7960
S 1.7463 -2.2181 1.5859
H 2.1175 -0.8502 1.1731
H 0.7736 -2.7258 2.2787
*
```

Results
SMILES: [H]/N=C/N.S
HOMO, eV: -8.8239

=====

Most stable pick: Q. Distance to second place: 22.8 kJ/mol.

=====

P:
Entry from the Open Molecules 2025 dataset: one molecule with the formula C4H6N2S (ωB97M-V/def2-TZVPD).

```
! RIJCOSX wB97M-V def2-TZVPD def2/J DEFGRID3
* xyz 0 1
N 0.8084 2.5680 -0.9200
C 0.7190 1.1809 -0.6218
C 1.5594 0.1131 -0.8623
C 0.9280 -1.0233 -0.2832
C -0.2605 -0.6203 0.2697
S -1.5331 -1.5405 1.0451
N -0.3712 0.7241 0.0522
H 1.7531 2.8792 -0.8599
H 0.4526 2.7810 -1.8589
H 2.5114 0.1670 -1.3741
H 1.3087 -2.0547 -0.2933
H -1.1388 -1.4004 2.3170
H -1.0933 1.3281 0.4080
*
```

Results
SMILES: Nc1ccc(S)[nH]1
HOMO, eV: -8.1420

=====

Q:
Entry from the Open Molecules 2025 dataset: one molecule with the formula C4H6N2S (ωB97M-V/def2-TZVPD).

```
! RIJCOSX wB97M-V def2-TZVPD def2/J DEFGRID3
* xyz 0 1
S 2.5818 0.9052 0.1858
C 1.6140 -0.6866 -0.0599
C 0.1050 -0.3508 0.0189
N -0.7631 -0.8417 0.8560
C -1.9795 -0.3599 0.5152
C -1.7956 0.5912 -0.4258
N -0.4598 0.4852 -0.7800
H 2.4423 1.2313 1.4609
H 1.6696 -1.4184 0.7496
H 1.9107 -1.1436 -1.0221
H -2.8974 -0.4035 1.0178
H -2.4725 1.2030 -0.9824
H 0.0443 0.7886 -1.5338
*
```

Results
SMILES: SCc1ncc[nH]1
HOMO, eV: -8.7775

=====

Most stable pick: P. Distance to second place: 62.4 kJ/mol.